C19H24N2O3 | the ωB97M-V functional and the def2-TZVPD basis

Last column: natural (NBO) charge in e.
CARTESIAN COORDINATES (ANGSTROEM)
O -0.246 -0.893 1.873  -0.69
C 0.008 -1.615 0.916  0.70
N -0.730 -1.700 -0.196  -0.60
H -0.362 -2.257 -0.951  0.42
C -1.920 -0.888 -0.454  -0.04
C -2.990 -1.268 0.575  -0.41
H -2.918 -2.352 0.709  0.21
C -4.431 -0.936 0.187  -0.40
C -4.930 0.452 0.604  -0.40
H -4.402 0.777 1.501  0.20
H -5.985 0.355 0.873  0.21
C -4.840 1.544 -0.463  -0.39
H -5.114 1.128 -1.436  0.19
C -3.497 2.263 -0.577  -0.39
C -2.392 1.511 -1.323  -0.40
H -2.828 0.945 -2.148  0.19
H -1.733 2.262 -1.767  0.21
C -1.518 0.593 -0.464  -0.42
H -1.477 0.959 0.562  0.22
H -0.498 0.633 -0.858  0.21
H -3.145 2.533 0.420  0.20
H -3.679 3.197 -1.116  0.20
H -5.589 2.302 -0.218  0.20
H -5.070 -1.675 0.675  0.21
H -4.562 -1.067 -0.889  0.19
H -2.741 -0.810 1.533  0.22
H -2.267 -1.174 -1.453  0.20
C 1.283 -2.438 0.890  -0.52
C 2.374 -1.536 0.367  -0.26
C 2.849 -0.478 1.090  0.48
C 3.968 0.287 0.592  -0.21
C 4.545 1.330 1.323  -0.14
C 5.618 2.025 0.815  -0.25
C 6.135 1.695 -0.436  -0.17
C 5.578 0.677 -1.176  -0.28
C 4.490 -0.039 -0.672  0.28
N 3.906 -1.042 -1.395  -0.59
C 2.848 -1.816 -0.971  0.65
O 2.365 -2.658 -1.716  -0.66
H 4.258 -1.244 -2.323  0.41
H 5.974 0.421 -2.148  0.21
H 6.977 2.243 -0.830  0.22
H 6.062 2.828 1.384  0.22
H 4.129 1.568 2.289  0.23
O 2.343 -0.105 2.273  -0.69
H 1.435 -0.468 2.397  0.52
H 1.517 -2.771 1.904  0.24
H 1.200 -3.299 0.228  0.26

The energy above the lowest of the compared OMol25 structures with the same formula, charge and spin is 0.255 eV. The calculation puts the orbital gap at 8.89 eV. As for the LUMO energy: 0.0179 hartree. As for the structure (SMILES): O=C(Cc1c(O)c2ccccc2[nH]c1=O)NC1CCCCCCC1. As for the HOMO energy: -8.40 eV.

---

C38H78O10 | the ωB97M-V functional and the def2-TZVPD basis

Last column: Löwdin charge in e.
CARTESIAN COORDINATES (ANGSTROEM)
C -7.166 3.271 1.718  -0.19
C -5.944 2.497 2.040  -0.18
C -5.260 2.182 0.653  -0.19
O -6.268 2.450 -0.294  -0.14
C -7.491 2.656 0.419  -0.22
H -6.985 4.346 1.717  0.12
H -7.953 3.120 2.457  0.12
H -6.159 1.602 2.624  0.11
H -5.147 2.973 2.611  0.11
H -4.799 1.194 0.634  0.11
H -4.523 2.980 0.562  0.11
H -7.953 1.671 0.497  0.13
H -8.087 3.338 -0.186  0.12
C -4.076 1.220 -5.357  -0.24
C -3.601 0.603 -6.631  -0.16
C -2.104 0.359 -6.240  -0.18
O -1.861 1.601 -5.580  -0.15
C -3.078 2.219 -5.056  -0.21
H -4.066 0.495 -4.543  0.12
H -5.050 1.709 -5.378  0.12
H -3.672 1.277 -7.484  0.12
H -4.137 -0.337 -6.765  0.11
H -1.553 0.240 -7.173  0.11
H -1.982 -0.526 -5.615  0.11
H -3.394 3.113 -5.593  0.12
H -2.878 2.463 -4.012  0.12
C 0.100 0.451 5.434  -0.16
C -0.242 0.643 6.874  -0.21
C -0.717 2.061 6.968  -0.20
O 0.172 2.710 6.053  -0.13
C 0.834 1.816 5.211  -0.22
H -0.713 0.434 4.708  0.11
H 0.773 -0.389 5.258  0.11
H 0.656 0.514 7.479  0.12
H -1.046 0.000 7.233  0.11
H -0.588 2.367 8.006  0.12
H -1.749 2.146 6.628  0.12
H 1.886 1.654 5.444  0.11
H 0.766 2.100 4.161  0.11
C 7.011 -2.770 -2.715  -0.19
C 6.010 -3.509 -3.510  -0.20
C 6.747 -3.962 -4.747  -0.18
O 7.617 -2.843 -4.950  -0.13
C 8.099 -2.433 -3.703  -0.23
H 7.397 -3.312 -1.853  0.12
H 6.488 -1.876 -2.374  0.11
H 5.177 -2.886 -3.836  0.12
H 5.653 -4.406 -3.004  0.11
H 6.061 -4.271 -5.536  0.13
H 7.437 -4.774 -4.517  0.12
H 8.356 -1.378 -3.610  0.12
H 9.050 -2.920 -3.489  0.11
C -0.151 8.200 -0.053  -0.20
C -0.710 6.849 0.211  -0.17
C -0.885 6.812 1.702  -0.22
O -0.651 8.105 2.237  -0.12
C 0.083 8.822 1.289  -0.23
H -0.842 8.757 -0.685  0.11
H 0.786 8.191 -0.610  0.11
H -0.036 6.112 -0.225  0.12
H -1.743 6.970 -0.114  0.12
H -0.118 6.236 2.220  0.12
H -1.824 6.328 1.970  0.12
H 1.156 8.853 1.479  0.11
H -0.246 9.854 1.408  0.12
C 3.413 -6.626 1.185  -0.17
C 3.625 -5.678 2.337  -0.21
C 3.878 -4.387 1.690  -0.20
O 3.012 -4.455 0.506  -0.14
C 2.530 -5.773 0.299  -0.22
H 2.845 -7.521 1.440  0.11
H 4.290 -7.011 0.667  0.12
H 4.524 -5.808 2.940  0.12
H 2.768 -5.485 2.981  0.12
H 4.940 -4.391 1.444  0.12
H 3.588 -3.577 2.358  0.12
H 2.618 -6.167 -0.714  0.12
H 1.513 -5.897 0.672  0.12
C -3.418 -4.351 -3.578  -0.15
C -1.994 -4.458 -3.004  -0.17
C -1.133 -4.830 -4.191  -0.21
O -1.870 -4.602 -5.378  -0.12
C -3.201 -4.809 -5.057  -0.23
H -3.811 -3.341 -3.465  0.10
H -4.171 -4.982 -3.107  0.10
H -1.987 -5.137 -2.151  0.11
H -1.655 -3.502 -2.604  0.10
H -0.852 -5.879 -4.091  0.11
H -0.187 -4.290 -4.228  0.12
H -3.478 -5.864 -5.070  0.11
H -3.895 -4.272 -5.702  0.12
C 5.135 5.218 0.192  -0.20
C 5.979 3.946 0.397  -0.12
C 5.522 3.564 1.892  -0.15
O 5.150 4.837 2.477  -0.13
C 5.020 5.826 1.520  -0.28
H 4.126 4.949 -0.122  0.11
H 5.656 5.916 -0.464  0.11
H 7.029 4.223 0.489  0.10
H 5.886 3.174 -0.368  0.10
H 6.369 3.141 2.432  0.11
H 4.684 2.869 1.914  0.11
H 5.893 6.478 1.510  0.12
H 4.116 6.412 1.683  0.12
C -4.756 -4.426 4.849  -0.18
C -4.365 -3.139 4.284  -0.19
C -3.388 -3.558 3.201  -0.24
O -3.698 -4.841 2.834  -0.12
C -4.709 -5.382 3.623  -0.20
H -5.704 -4.406 5.388  0.12
H -3.978 -4.817 5.505  0.12
H -4.029 -2.390 5.001  0.12
H -5.194 -2.665 3.758  0.12
H -2.374 -3.738 3.559  0.12
H -3.197 -2.828 2.415  0.12
H -4.492 -6.411 3.912  0.12
H -5.653 -5.345 3.080  0.11
C 1.954 0.392 -2.084  -0.10
C 0.710 0.535 -1.324  -0.37
O 0.733 -0.279 -0.201  -0.07
H 2.761 0.174 -1.384  0.08
H 2.332 1.192 -2.721  0.08
H 1.826 -0.448 -2.767  0.08
H -0.211 0.342 -1.874  0.11
H 0.684 1.530 -0.880  0.11
H 1.425 -0.922 -0.371  0.07

The energy above the lowest of the compared OMol25 structures with the same formula, charge and spin is 3.954 eV. The calculation puts the orbital gap at 9.51 eV. As for the LUMO energy: 0.0074 hartree. As for the structure (SMILES): C1CCOC1.C1CCOC1.C1CCOC1.C1CCOC1.C1CCOC1.C1CCOC1.C1CCOC1.C1CCOC1.C1CCOC1.CCO. As for the HOMO energy: -9.31 eV.

---

C23H32O2PS2TeV | the ωB97M-V functional and the def2-TZVPD basis

Last column: natural (NBO) charge in e.
CARTESIAN COORDINATES (ANGSTROEM)
V -0.048 -0.608 -0.424  0.83
Te 0.047 -2.390 -2.286  -0.03
C -1.667 -3.589 -2.125  -0.48
C -2.798 -3.426 -1.379  -0.30
C -3.722 -4.502 -1.527  -0.25
C -3.272 -5.456 -2.385  -0.42
S -1.734 -5.054 -3.018  0.48
H -2.979 -2.563 -0.751  0.21
H -4.675 -4.555 -1.019  0.23
H -3.759 -6.372 -2.682  0.25
C -1.341 -2.374 2.045  -0.64
C -1.261 -0.908 2.431  -0.06
O -0.123 -0.224 1.859  -0.60
C 1.138 -0.613 2.455  -0.06
C 2.153 0.481 2.222  -0.64
H -2.305 -2.781 2.353  0.25
H -0.560 -2.962 2.526  0.22
H -1.251 -2.507 0.963  0.21
H -1.210 -0.798 3.515  0.20
H -2.132 -0.365 2.070  0.20
H 1.471 -1.564 2.031  0.18
H 0.979 -0.759 3.525  0.20
H 2.304 0.654 1.158  0.22
H 3.105 0.195 2.670  0.23
H 1.818 1.408 2.685  0.23
O 1.867 -0.018 -0.938  -1.06
S 2.560 -0.146 -2.304  1.29
C 3.729 -1.483 -2.108  -0.17
C 4.540 -1.790 -3.191  -0.23
C 5.455 -2.821 -3.066  -0.18
C 5.541 -3.534 -1.875  -0.18
C 4.710 -3.221 -0.808  -0.19
C 3.789 -2.189 -0.922  -0.23
C 3.730 1.195 -2.305  -0.29
C 3.896 1.916 -3.476  -0.14
C 4.788 2.981 -3.485  -0.22
C 5.478 3.314 -2.330  -0.17
C 5.301 2.577 -1.161  -0.18
C 4.426 1.505 -1.143  -0.20
H 4.460 -1.229 -4.117  0.23
H 6.099 -3.072 -3.898  0.23
H 6.252 -4.344 -1.783  0.23
H 4.774 -3.786 0.112  0.23
H 3.128 -1.935 -0.105  0.22
H 3.339 1.651 -4.368  0.22
H 4.937 3.552 -4.392  0.23
H 6.157 4.157 -2.334  0.23
H 5.852 2.835 -0.267  0.23
H 4.282 0.915 -0.246  0.23
C -1.520 2.694 -0.440  -0.93
P -1.273 1.149 -1.380  0.80
C -0.470 1.768 -2.901  -0.94
C -2.953 0.783 -1.995  -0.93
H -2.060 3.415 -1.054  0.24
H -0.556 3.115 -0.153  0.25
H -2.090 2.492 0.466  0.24
H -1.057 2.582 -3.329  0.24
H -0.399 0.953 -3.623  0.26
H 0.534 2.132 -2.675  0.23
H -3.310 1.600 -2.624  0.24
H -3.638 0.652 -1.157  0.24
H -2.933 -0.138 -2.578  0.26

The multiplicity is 2. The energy above the lowest of the compared OMol25 structures with the same formula, charge and spin is 0.781 eV. The calculation puts the orbital gap (spin up / spin down) at 7.28 / 7.53 eV. Its net charge is +1. As for the LUMO energy (spin up / spin down): -0.0902 / -0.0839 hartree. As for the HOMO energy (spin up / spin down): -9.73 / -9.81 eV.

---

C4H4O | the ωB97M-V functional and the def2-TZVPD basis

Last column: natural (NBO) charge in e.
CARTESIAN COORDINATES (ANGSTROEM)
C -2.262 0.211 -0.105  -0.23
C -1.091 -0.198 0.118  -0.04
C 0.323 -0.440 0.500  -0.04
C 1.257 0.717 0.147  -0.08
H -3.219 0.369 -0.567  0.25
H 0.588 -0.978 1.446  0.23
H 0.895 1.636 -0.418  0.19
H 2.114 1.019 0.785  0.19
O 1.283 -0.473 -0.652  -0.47

The energy above the lowest of the compared OMol25 structures with the same formula, charge and spin is 3.157 eV. The calculation puts the orbital gap at 10.90 eV. As for the LUMO energy: 0.0390 hartree. As for the structure (SMILES): C#C[C@@H]1CO1. As for the HOMO energy: -9.83 eV.